C25H24CaCl5N5S | ωB97M-V/def2-TZVPD

## Properties
electronic energy = -125653.0609 eV
max |F| = 0.5 eV/A
HOMO-LUMO gap = 3.47 eV
charge = -2
energy relative to the best compared isomer or geometry (same formula, charge and spin) = 0.0 kJ/mol

CARTESIAN COORDINATES (ANGSTROEM)
Ca -0.171 1.291 0.548
N -3.683 4.821 0.303
C -2.600 3.977 0.243
S -2.399 2.879 1.527
N -1.882 4.151 -0.861
N -0.813 3.343 -0.948
C -0.130 3.424 -2.024
C 1.096 2.672 -2.224
C 1.753 2.776 -3.454
C 2.932 2.076 -3.633
C 3.419 1.291 -2.598
C 2.692 1.230 -1.420
N 1.566 1.908 -1.232
H -4.106 4.937 1.205
H -3.643 5.612 -0.319
H -0.431 4.099 -2.827
H 1.334 3.380 -4.247
H 3.459 2.134 -4.578
H 4.328 0.714 -2.699
H 3.004 0.600 -0.593
Cl 1.060 3.082 3.332
C 2.039 1.602 3.316
C 1.879 0.755 2.243
C 2.654 -0.392 2.289
Cl 2.497 -1.538 0.973
C 3.550 -0.679 3.316
Cl 4.522 -2.111 3.302
C 3.670 0.222 4.375
Cl 4.788 -0.091 5.663
C 2.900 1.383 4.389
Cl 3.046 2.499 5.705
C -2.393 -0.807 -2.886
C -1.106 -1.631 -2.847
C 0.106 -0.721 -3.075
C -0.983 -2.473 -1.592
C -0.729 -3.820 -1.737
C -0.686 -4.710 -0.661
C -1.024 -4.186 0.589
C -1.285 -2.850 0.807
C -1.706 -2.431 2.203
C -2.950 -1.545 2.230
C -0.567 -1.790 3.002
C -1.102 -1.851 -0.259
N -1.079 -0.565 -0.047
H -2.439 -0.199 -3.798
H -2.418 -0.155 -2.010
H -3.270 -1.459 -2.861
H -1.145 -2.337 -3.691
H 0.093 0.053 -2.308
H 0.064 -0.241 -4.063
H 1.040 -1.280 -2.997
H -0.582 -4.202 -2.750
H -0.488 -5.767 -0.800
H -1.104 -4.864 1.441
H -1.968 -3.361 2.730
H -2.764 -0.628 1.669
H -3.219 -1.297 3.263
H -3.797 -2.060 1.768
H -0.308 -0.816 2.587
H 0.332 -2.410 2.968
H -0.854 -1.644 4.052


C25H24Cl2N3 | ωB97M-V/def2-TZVPD

## Properties
electronic energy = -55821.9635 eV
max |F| = 1.5 eV/A
HOMO-LUMO gap = 5.06 eV
charge = +1

CARTESIAN COORDINATES (ANGSTROEM)
Cl -6.329 3.264 -1.840
C -4.839 2.458 -1.639
C -4.806 1.052 -1.583
C -3.588 0.403 -1.416
C -2.372 1.131 -1.304
C -1.118 0.438 -1.219
C 0.110 1.105 -1.365
C 1.356 0.505 -1.501
C 2.594 1.224 -1.522
C 3.811 0.494 -1.577
C 5.040 1.138 -1.620
C 5.078 2.545 -1.625
Cl 6.587 3.344 -1.687
C 3.892 3.297 -1.574
C 2.664 2.643 -1.512
C -2.441 2.550 -1.361
C -3.655 3.205 -1.540
H -5.726 0.486 -1.698
H -3.544 -0.690 -1.399
H -1.170 -0.657 -1.255
H 0.099 2.192 -1.413
H 1.418 -0.580 -1.645
H 3.762 -0.595 -1.587
H 5.965 0.571 -1.650
H 3.945 4.383 -1.581
H 1.749 3.234 -1.473
H -1.534 3.149 -1.286
H -3.684 4.288 -1.628
C 2.338 1.462 3.504
C 2.926 0.619 2.552
C 2.113 -0.205 1.764
C 0.725 -0.133 1.890
C -0.167 -0.962 0.994
N -0.534 -2.160 1.638
C -1.074 -3.205 1.134
N -1.158 -4.364 1.869
C -1.906 -5.404 1.222
C -2.299 -4.779 -0.114
N -1.698 -3.464 -0.066
C 0.136 0.684 2.857
C 0.947 1.487 3.668
H 2.970 2.091 4.134
H 4.012 0.574 2.425
H 2.542 -0.896 1.031
H -1.079 -0.369 0.836
H 0.362 -1.143 0.054
H -0.745 -4.416 2.788
H -1.295 -6.300 1.068
H -2.797 -5.665 1.804
H -1.904 -5.356 -0.955
H -3.388 -4.704 -0.207
H -1.814 -2.754 -0.779
H -0.954 0.671 2.962
H 0.478 2.114 4.431


C25H24F2MoN2O3Te | ωB97M-V/def2-TZVPD

## Properties
electronic energy = -50020.6599 eV
max |F| = 0.4 eV/A
HOMO-LUMO gap (spin up / spin down) = 6.64 / 6.43 eV
energy relative to the best compared isomer or geometry (same formula, charge and spin) = 0.0 kJ/mol

CARTESIAN COORDINATES (ANGSTROEM)
Mo -0.264 0.791 0.699
C 1.900 -0.431 3.990
O 0.885 -0.901 4.880
C -0.427 -0.887 4.565
C -1.278 -1.317 5.589
C -2.647 -1.372 5.426
C -3.215 -0.989 4.220
C -2.399 -0.554 3.182
C -3.045 -0.146 1.937
N -2.407 0.331 0.933
N -3.208 0.698 -0.156
C -2.471 1.246 -1.057
O -1.147 1.340 -0.934
C -3.046 1.823 -2.286
C -2.203 2.239 -3.311
C -2.743 2.781 -4.468
C -4.117 2.911 -4.598
C -4.958 2.500 -3.571
C -4.427 1.956 -2.416
C -1.005 -0.505 3.350
O -0.205 -0.101 2.334
H 2.825 -0.547 4.548
H 1.752 0.616 3.730
H 1.942 -1.027 3.078
H -0.813 -1.608 6.522
H -3.272 -1.710 6.240
H -4.287 -1.024 4.078
H -4.124 -0.241 1.868
H -1.133 2.141 -3.194
H -2.089 3.105 -5.266
H -4.536 3.339 -5.500
H -6.030 2.610 -3.673
H -5.067 1.636 -1.606
F -1.908 3.139 1.337
C -0.650 2.650 1.641
F 0.223 3.663 1.307
H -0.613 2.549 2.735
C 4.348 -3.762 -3.235
C 3.828 -2.585 -2.458
C 2.574 -2.608 -1.870
C 2.084 -1.526 -1.143
C 0.702 -1.647 -0.565
C 2.867 -0.380 -0.988
Te 2.243 1.355 0.087
C 4.141 -0.341 -1.581
C 5.038 0.861 -1.464
C 4.593 -1.437 -2.301
H 3.592 -4.543 -3.319
H 5.225 -4.197 -2.754
H 4.643 -3.470 -4.244
H 1.953 -3.490 -1.980
H 0.271 -2.628 -0.762
H 0.013 -0.931 -1.046
H 0.711 -1.515 0.522
H 4.584 1.742 -1.922
H 5.993 0.674 -1.952
H 5.234 1.116 -0.420
H 5.577 -1.393 -2.756


C25H24N6OS2 | ωB97M-V/def2-TZVPD

## Properties
electronic energy = -58952.0012 eV
max |F| = 19.4 eV/A
HOMO-LUMO gap = 7.33 eV
energy relative to the best compared isomer or geometry (same formula, charge and spin) = 2154.9 kJ/mol

CARTESIAN COORDINATES (ANGSTROEM)
C 4.104 -4.963 1.345
C 3.061 -3.973 1.232
C 1.562 -4.249 1.710
N 0.716 -3.846 0.635
C -0.117 -2.835 0.622
N -0.185 -2.190 1.914
C -0.966 -1.235 1.792
N -1.975 -0.944 0.609
N -1.812 -1.712 -0.448
C -0.848 -2.584 -0.391
C -0.521 -3.685 -1.137
C -0.867 -4.004 -2.614
C -0.054 -4.884 -3.457
C 0.854 -5.650 -2.490
C 1.145 -5.420 -1.362
C 0.697 -4.419 -0.572
H 2.129 -5.917 -0.850
H 1.486 -6.490 -3.091
H -0.449 -5.071 -4.231
H -1.428 -3.315 -3.010
S -1.512 -0.219 3.116
C -2.729 0.858 2.776
C -2.175 2.135 2.028
O -2.006 3.230 2.483
N -1.843 1.750 0.705
C -0.771 2.724 0.047
C 0.279 2.316 -1.088
C 0.298 0.967 -1.180
N 0.807 -0.208 -1.472
C 0.927 3.461 -1.464
C 0.358 4.571 -0.846
S -0.807 4.300 0.246
C 1.003 5.949 -1.186
C 1.811 5.850 -2.689
C 2.729 4.628 -2.668
C 1.767 3.374 -2.394
H 1.228 3.208 -3.637
H 2.722 2.516 -2.226
H 3.340 4.672 -1.718
H 3.290 4.557 -3.371
H 1.166 5.873 -3.331
H 2.459 6.655 -2.527
H 1.782 6.144 -0.463
H 0.333 6.632 -1.351
H -1.732 0.702 0.415
C -3.628 1.563 3.752
C -4.823 2.203 3.300
H -5.407 1.601 2.640
H -4.810 3.010 2.796
H -5.493 2.255 4.295
H -3.957 0.538 4.406
H -3.115 2.094 4.419
H -3.529 0.560 1.879
H 1.622 -5.380 1.816
H 1.556 -3.723 2.611
H 3.355 -3.072 1.092
H 5.047 -4.807 0.901
H 3.923 -6.100 1.677


max |F| of number 1 (C25H24CaCl5N5S)? 0.5 eV/A


The lowest electronic energy belongs to which entry? C25H24CaCl5N5S